Entry 1:
{
  "formula": "C26H38F6N5O3",
  "method": "wB97M-V/def2-TZVPD",
  "elements": ["F", "F", "F", "F", "F", "F", "O", "O", "O", "N", "N", "N", "N", "N", "C", "C", "C", "C", "C", "C", "C", "C", "C", "C", "C", "C", "C", "C", "C", "C", "C", "C", "C", "C", "C", "C", "C", "C", "C", "C", "H", "H", "H", "H", "H", "H", "H", "H", "H", "H", "H", "H", "H", "H", "H", "H", "H", "H", "H", "H", "H", "H", "H", "H", "H", "H", "H", "H", "H", "H", "H", "H", "H", "H", "H", "H", "H", "H"],
  "coordinates": [[6.743, -5.957, -0.656], [0.570, 5.452, -0.238], [5.294, -6.196, 0.922], [-0.707, 4.316, -1.521], [-1.315, 4.769, 0.528], [7.053, -4.999, 1.255], [1.750, 1.634, -1.960], [4.187, -4.036, -0.312], [6.235, -3.124, -0.450], [0.318, 3.200, 0.214], [-1.731, 2.035, -0.298], [0.005, 0.852, 0.506], [-4.650, 2.522, 2.980], [3.382, 1.608, 0.741], [-1.102, -1.044, 1.905], [-2.297, 0.820, 0.377], [2.370, 2.100, 1.324], [5.662, -1.921, -0.988], [0.340, 0.088, -0.721], [5.374, -4.093, -0.165], [-1.285, 2.048, -4.936], [-1.133, 0.385, 1.318], [-0.183, 0.941, -3.127], [-0.420, 2.070, -3.879], [6.124, -5.328, 0.350], [5.094, -1.050, 0.111], [-2.459, -2.480, 0.151], [-2.503, -4.017, -0.185], [-1.677, -0.248, -4.584], [0.742, 0.950, -1.934], [-1.140, -2.242, 0.940], [-0.429, 2.146, 0.132], [-0.828, -0.227, -3.515], [-2.230, 2.299, 2.798], [-1.057, 1.309, 2.620], [-1.937, 0.894, -5.307], [-0.302, 4.454, -0.264], [1.710, 3.297, 0.682], [-3.523, 1.629, 3.332], [-3.745, -2.143, 0.928], [-2.123, -1.209, -4.824], [-3.491, 1.520, 4.419], [2.337, 3.619, -0.156], [-0.628, -1.126, -2.938], [-4.996, 3.022, 3.786], [-1.858, 2.079, -1.305], [-3.175, -4.570, 0.471], [-1.002, -3.135, 1.565], [-0.210, -1.096, 2.541], [-0.441, -0.609, -1.031], [3.721, 0.796, 1.256], [-1.500, 2.941, -5.515], [4.265, -1.550, 0.618], [-2.428, 2.936, 1.936], [-1.483, -4.406, -0.072], [4.910, -2.161, -1.739], [-5.388, 2.025, 2.504], [-3.687, 0.666, 2.837], [5.855, -0.843, 0.866], [-1.925, 2.985, 3.603], [-0.295, -2.267, 0.245], [-4.010, -2.982, 1.577], [1.761, 4.131, 1.396], [6.471, -1.399, -1.495], [1.213, -0.534, -0.477], [-1.944, -1.098, 2.601], [-4.568, -2.074, 0.204], [0.070, 3.014, -3.660], [-3.723, -1.194, 1.469], [4.735, -0.109, -0.299], [-3.278, 0.996, 0.819], [-0.077, 1.789, 2.691], [-1.102, 0.649, 3.493], [-2.532, 0.173, -0.478], [-2.734, -4.170, -1.243], [2.010, 1.613, 2.234], [-2.636, 0.863, -6.134], [-2.412, -1.998, -0.834]],
  "lowdin_charge": [0.174, 0.202, 0.175, 0.198, 0.208, 0.170, 0.123, 0.160, 0.039, 0.167, 0.151, 0.009, 0.000, 0.141, -0.106, -0.043, -0.204, -0.189, -0.044, -0.394, -0.064, -0.333, -0.169, -0.040, -0.549, -0.077, -0.396, -0.061, -0.067, -0.297, -0.164, -0.261, -0.041, -0.189, -0.100, -0.053, -0.597, -0.067, -0.254, -0.063, 0.118, 0.118, 0.140, 0.116, 0.069, 0.152, 0.077, 0.120, 0.131, 0.087, 0.045, 0.120, 0.075, 0.085, 0.073, 0.126, 0.063, 0.085, 0.092, 0.119, 0.103, 0.085, 0.146, 0.130, 0.145, 0.115, 0.093, 0.120, 0.040, 0.055, 0.115, 0.097, 0.115, 0.120, 0.077, 0.112, 0.119, 0.103],
  "homo_energy_ev": -11.845,
  "e_above_lowest_kj_mol": 0.0,
  "e_tot_ha": -2111.9331,
  "charge": 1,
  "orbital_gap_ev": 8.2,
  "fmax_ev_per_a": 2.41
}

=====

Entry 2:
{
  "formula": "C34H49F3NO3S",
  "method": "wB97M-V/def2-TZVPD",
  "elements": ["S", "F", "F", "F", "O", "O", "O", "N", "C", "C", "C", "C", "C", "C", "C", "C", "C", "C", "C", "C", "C", "C", "C", "C", "C", "C", "C", "C", "C", "C", "C", "C", "C", "C", "C", "C", "C", "C", "C", "C", "C", "C", "H", "H", "H", "H", "H", "H", "H", "H", "H", "H", "H", "H", "H", "H", "H", "H", "H", "H", "H", "H", "H", "H", "H", "H", "H", "H", "H", "H", "H", "H", "H", "H", "H", "H", "H", "H", "H", "H", "H", "H", "H", "H", "H", "H", "H", "H", "H", "H", "H"],
  "coordinates": [[2.767, 1.270, -1.037], [0.774, 3.302, -5.246], [-0.761, -6.189, 1.719], [-2.255, -8.618, 6.595], [-1.022, -1.643, -0.261], [-2.378, 4.841, -1.937], [2.635, 1.979, -2.479], [0.461, -0.365, 0.980], [-1.769, 0.544, 0.373], [0.116, 0.909, -7.876], [2.485, 4.015, 1.898], [-1.408, 5.842, -2.202], [-0.181, -0.308, 3.397], [1.019, 6.298, -0.235], [-3.179, -4.400, -0.274], [0.010, 7.393, -0.629], [1.691, -0.022, -6.317], [-1.881, -5.925, 1.006], [1.908, 2.399, 0.037], [1.155, -9.553, 5.880], [-4.152, -5.378, -0.434], [-0.884, -8.010, 4.788], [0.821, 2.170, -5.994], [1.216, 4.864, 1.952], [0.482, -1.103, 2.274], [0.344, -8.096, 4.149], [0.052, 2.081, -7.134], [1.364, -8.866, 4.692], [-1.373, 6.930, -1.116], [-1.925, 3.716, -1.234], [0.930, -0.141, -7.471], [-0.807, -0.595, 0.301], [1.561, -0.810, 0.131], [-1.064, -8.701, 5.969], [-2.828, -6.917, 0.864], [1.597, -0.063, -1.214], [-3.974, -6.632, 0.135], [1.351, 6.246, 1.283], [2.850, 3.529, 0.491], [1.641, 1.147, -5.569], [-0.068, -9.473, 6.532], [-2.030, -4.669, 0.455], [0.145, -0.657, 4.374], [-2.078, 0.665, 1.416], [0.369, 4.324, 1.507], [-0.253, -9.997, 7.459], [-1.241, 1.465, 0.116], [0.438, 8.064, -1.375], [-1.873, 7.809, -1.532], [-0.975, 3.906, -0.715], [-0.009, -2.072, 2.146], [3.885, 3.170, 0.483], [0.973, -1.049, -8.057], [-3.308, -3.422, -0.719], [0.698, 6.939, 1.816], [2.377, 2.909, -2.376], [2.319, -8.933, 4.189], [0.071, 0.749, 3.282], [-1.708, 6.283, -3.155], [-0.578, 2.908, -7.429], [2.382, 6.581, 1.425], [-1.270, -0.385, 3.340], [1.530, -1.282, 2.519], [1.036, 2.765, -0.517], [2.378, 3.144, 2.555], [-2.627, 0.374, -0.272], [-1.779, 2.870, -1.919], [0.665, 5.308, -0.541], [0.500, -7.559, 3.226], [-5.046, -5.165, -1.003], [-1.259, -3.926, 0.592], [-2.663, 3.432, -0.480], [0.643, 0.360, -1.531], [1.952, 6.469, -0.781], [2.489, -0.604, 0.684], [-4.731, -7.394, 0.013], [2.228, 1.281, -4.673], [-2.666, -7.888, 1.313], [-0.424, 5.387, -2.367], [2.801, 4.362, -0.214], [0.948, 5.004, 3.003], [1.946, -10.157, 6.304], [1.984, -0.691, -2.017], [-1.997, 6.598, -0.283], [-0.157, 8.008, 0.259], [-0.475, 0.819, -8.777], [2.328, -0.837, -6.001], [1.567, -1.888, -0.066], [-1.693, -7.418, 4.382], [3.329, 4.588, 2.290], [1.537, 1.788, 0.867]],
  "lowdin_charge": [1.183, 0.036, 0.040, 0.056, 0.124, -0.173, -0.275, -0.117, 0.033, -0.069, -0.197, -0.217, -0.064, -0.201, -0.081, -0.187, -0.080, -0.279, -0.322, -0.083, -0.090, -0.018, -0.283, -0.200, -0.201, -0.086, -0.009, -0.096, -0.154, -0.131, -0.085, -0.464, -0.229, -0.288, -0.013, -0.273, -0.076, -0.175, -0.218, -0.030, -0.016, -0.023, 0.082, 0.096, 0.104, 0.118, 0.059, 0.111, 0.113, 0.050, 0.122, 0.114, 0.106, 0.098, 0.106, 0.098, 0.100, 0.072, 0.126, 0.122, 0.114, 0.073, 0.121, 0.091, 0.114, 0.103, 0.089, 0.061, 0.085, 0.103, 0.086, 0.092, 0.111, 0.106, 0.118, 0.108, 0.082, 0.120, 0.107, 0.101, 0.115, 0.105, 0.116, 0.121, 0.104, 0.111, 0.105, 0.139, 0.112, 0.122, 0.097],
  "homo_energy_ev": -10.403,
  "e_above_lowest_kj_mol": 0.0,
  "e_tot_ha": -2302.8883,
  "charge": 1,
  "orbital_gap_ev": 7.0,
  "fmax_ev_per_a": 0.75
}

=====

Entry 3:
{
  "formula": "H4N4O2",
  "method": "wB97M-V/def2-TZVPD",
  "elements": ["O", "O", "N", "N", "N", "N", "H", "H", "H", "H"],
  "coordinates": [[1.198, 2.231, 1.722], [0.518, 0.517, -0.715], [-0.019, -0.447, 0.306], [-0.849, -1.526, -1.452], [-0.667, -1.391, -0.123], [0.147, 1.869, 2.200], [-0.150, 0.928, 1.879], [-0.934, -2.456, -1.747], [-0.476, -0.732, -1.876], [1.233, 1.007, -0.193]],
  "nbo_charge": [-0.284, -0.677, 0.008, -0.644, 0.011, -0.013, 0.295, 0.400, 0.399, 0.505],
  "homo_energy_ev": -9.316,
  "e_above_lowest_kj_mol": 91.9,
  "smiles": "N/N=N\\O.N=O",
  "e_tot_ha": -371.7016,
  "charge": 0,
  "orbital_gap_ev": 9.1,
  "fmax_ev_per_a": 2.66
}